# 1
Entry from the Open Molecules 2025 dataset: a cluster of 4 separate species, C27H57BN3O13 in total (the ωB97M-V functional and the def2-TZVPD basis).

ORCA input file:
```
! wB97M-V def2-TZVPD RIJCOSX def2/J DEFGRID3
* xyz 1 1
C -2.154 2.581 -1.919
C -1.119 2.691 -0.800
O -0.077 3.602 -1.232
B 1.070 3.599 -0.486
O 0.966 3.757 0.882
C 2.489 3.334 -1.163
C 2.447 1.888 -1.679
N 1.942 1.859 -3.087
N 1.667 0.505 -3.501
C 3.024 2.404 -3.957
C 2.531 2.666 -5.409
C 1.062 3.015 -5.569
O 0.637 4.093 -5.930
O 0.184 1.972 -5.246
C 3.755 3.601 -3.314
C 2.950 4.372 -2.220
C 1.802 5.072 -2.952
N 2.249 5.835 -4.106
C 3.958 5.372 -1.606
C 3.580 6.052 -0.286
C 2.697 7.329 -0.304
C 2.743 8.143 -1.595
C 1.239 7.087 0.130
H -1.723 3.012 -2.819
H -2.457 1.558 -2.103
H -3.004 3.204 -1.667
H -0.685 1.721 -0.555
H -1.584 3.101 0.090
H 1.588 3.176 1.328
H 3.239 3.351 -0.375
H 1.731 1.312 -1.095
H 3.409 1.390 -1.631
H 1.085 2.426 -3.087
H 0.676 0.394 -3.656
H 1.989 -0.130 -2.784
H 3.748 1.601 -4.023
H 3.115 3.434 -5.896
H 2.694 1.744 -5.966
H -0.222 1.673 -6.066
H 4.632 3.201 -2.805
H 4.128 4.264 -4.079
H 1.044 4.363 -3.292
H 1.280 5.724 -2.247
H 3.224 6.077 -4.072
H 1.702 6.665 -4.256
H 4.296 6.085 -2.349
H 4.831 4.754 -1.384
H 4.522 6.355 0.168
H 3.154 5.332 0.408
H 3.109 7.979 0.463
H 3.741 8.163 -2.027
H 1.998 7.846 -2.324
H 2.527 9.180 -1.343
H 0.551 7.047 -0.711
H 1.156 6.219 0.775
H 0.920 7.936 0.732
C -2.385 -1.680 -2.248
C -0.977 -1.468 -1.735
O -0.764 -2.106 -0.477
C -0.488 -3.417 -0.552
O -0.383 -4.046 -1.570
O -0.343 -3.873 0.680
C -0.075 -5.282 0.772
H -3.111 -1.369 -1.497
H -2.553 -1.106 -3.160
H -2.561 -2.732 -2.466
H -0.803 -0.404 -1.554
H -0.235 -1.813 -2.459
H 0.777 -5.557 0.155
H -0.955 -5.850 0.476
H 0.148 -5.496 1.812
C -1.618 -8.281 5.760
C -1.158 -9.409 4.862
O -2.222 -9.868 4.013
C -2.441 -9.141 2.926
O -1.825 -8.163 2.586
O -3.469 -9.675 2.270
C -3.848 -8.973 1.086
H -2.503 -8.579 6.322
H -0.831 -8.007 6.463
H -1.880 -7.396 5.179
H -0.867 -10.274 5.453
H -0.299 -9.116 4.259
H -2.996 -8.838 0.423
H -4.282 -8.007 1.341
H -4.596 -9.586 0.593
C -2.548 -1.953 7.300
C -3.759 -2.861 7.295
O -4.299 -3.009 5.973
C -3.679 -3.896 5.202
O -2.736 -4.574 5.512
O -4.285 -3.906 4.015
C -3.699 -4.795 3.064
H -2.791 -0.995 6.839
H -2.211 -1.777 8.321
H -1.728 -2.396 6.736
H -4.562 -2.428 7.888
H -3.525 -3.839 7.714
H -3.616 -5.804 3.464
H -2.718 -4.430 2.760
H -4.356 -4.812 2.199
*
```

Computed properties:
LUMO, eV: -2.403
Energy, a.u.: -2230.08617
HOMO-LUMO gap, Ha: 0.348
HOMO energy, eV: -11.9

---

# 2
Entry from the Open Molecules 2025 dataset: a structure of composition C27H57ClOP2Si2V (the ωB97M-V functional and the def2-TZVPD basis).

ORCA input file:
```
! wB97M-V def2-TZVPD RIJCOSX def2/J DEFGRID3
* xyz 0 2
V 0.410 -0.095 -0.072
C -0.840 -1.510 -1.894
C -0.004 -0.585 -2.547
C 1.339 -0.925 -2.161
Si -0.688 0.765 -3.630
C 1.284 -2.024 -1.269
C -0.095 -2.389 -1.085
Si -0.914 -3.681 -0.025
H -1.915 -1.485 -1.929
H 2.241 -0.469 -2.536
H 2.136 -2.537 -0.856
Cl 4.469 2.366 3.227
C -2.654 -3.988 -0.660
C 0.033 -5.306 -0.053
C -2.438 0.317 -4.136
C 0.350 1.008 -5.180
H -0.201 -5.854 -0.966
H -0.248 -5.938 0.790
H 1.113 -5.179 -0.022
H -3.277 -3.102 -0.546
H -3.129 -4.795 -0.103
H -2.654 -4.267 -1.713
H 0.126 0.223 -5.902
H 1.421 0.978 -4.992
H 0.126 1.964 -5.655
H -2.479 -0.654 -4.628
H -2.839 1.057 -4.829
H -3.101 0.286 -3.273
C -1.061 -2.981 1.731
C -0.779 2.349 -2.592
P 0.333 -1.843 2.070
H -1.199 -3.750 2.490
H -1.953 -2.354 1.728
P 0.558 2.357 -1.341
H -1.707 2.280 -2.023
H -0.827 3.256 -3.193
C 0.343 3.921 -0.322
C 2.090 2.673 -2.374
C 1.787 -3.014 2.241
C 0.072 -1.155 3.800
C -0.487 0.259 3.743
H 1.080 -1.109 4.219
C -0.792 -2.031 4.695
H -1.829 -2.022 4.364
H -0.775 -1.644 5.715
H -0.463 -3.065 4.731
H 0.078 0.890 3.063
H -0.451 0.714 4.734
H -1.520 0.265 3.404
H 1.792 -3.513 1.272
C 1.652 -4.081 3.316
C 3.104 -2.268 2.374
H 0.703 -4.609 3.269
H 1.758 -3.656 4.313
H 2.443 -4.824 3.200
H 3.350 -1.721 1.471
H 3.912 -2.973 2.578
H 3.086 -1.554 3.197
H 2.082 1.828 -3.063
C 3.360 2.571 -1.546
C 2.075 3.949 -3.200
H 1.161 4.065 -3.778
H 2.906 3.942 -3.907
H 2.196 4.829 -2.572
H 3.514 1.565 -1.171
H 3.339 3.241 -0.687
H 4.224 2.848 -2.151
C -0.305 3.610 1.020
C -0.421 5.028 -1.034
H 1.366 4.260 -0.138
H -1.471 4.766 -1.144
H -0.029 5.255 -2.020
H -0.376 5.944 -0.442
H -1.352 3.341 0.901
H -0.251 4.483 1.672
H 0.185 2.782 1.523
C 2.127 0.837 1.200
H 3.043 0.422 0.758
H 2.252 1.920 1.157
H 2.170 0.566 2.256
C -3.646 0.217 -0.279
C -2.421 0.800 0.432
C -2.953 1.466 1.710
O -1.488 -0.214 0.721
H -4.133 -0.555 0.356
H -3.394 -0.248 -1.227
H -4.384 1.018 -0.501
H -1.940 1.552 -0.171
H -3.476 0.724 2.352
H -2.152 1.945 2.297
H -3.679 2.266 1.450
*
```

Computed properties:
LUMO (alpha / beta), eV: -1.708 / -0.499
Energy, a.u.: -3804.11942
<S²>: 1.09
HOMO-LUMO gap (alpha / beta), Ha: 0.166 / 0.216
HOMO energy (alpha / beta), eV: -6.2 / -6.4

---

# 3
Entry from the Open Molecules 2025 dataset: a cluster of 6 separate species, C27H57N2O11P in total (the ωB97M-V functional and the def2-TZVPD basis).

ORCA input file:
```
! wB97M-V def2-TZVPD RIJCOSX def2/J DEFGRID3
* xyz 0 1
C 3.994 -2.537 -1.167
C 2.513 -2.850 -1.198
O 1.815 -2.492 -2.160
N 2.034 -3.600 -0.095
C 1.831 -2.696 1.051
C 0.829 -4.391 -0.408
C 0.956 -5.785 0.206
C 1.814 -6.715 -0.655
C 1.539 -8.203 -0.440
P 2.477 -8.867 0.989
N 1.955 -10.519 0.946
H 4.452 -3.114 -1.967
H 4.137 -1.484 -1.388
H 4.464 -2.805 -0.229
H 0.837 -2.256 1.043
H 2.561 -1.889 1.012
H 1.973 -3.210 1.997
H -0.063 -3.895 -0.032
H 0.735 -4.466 -1.487
H -0.033 -6.202 0.377
H 1.440 -5.654 1.172
H 1.607 -6.491 -1.701
H 2.862 -6.466 -0.493
H 0.474 -8.372 -0.300
H 1.811 -8.754 -1.341
H 3.711 -9.069 0.331
H 1.231 -10.676 1.626
H 2.707 -11.172 1.085
O -1.327 -2.418 1.659
C -2.029 -1.510 1.290
O -3.307 -1.793 1.015
C -4.316 -0.805 0.740
C -4.309 -0.378 -0.709
C -1.501 -0.114 1.066
H -4.220 0.043 1.418
H -5.256 -1.296 0.984
H -3.371 0.104 -0.974
H -5.112 0.327 -0.908
H -4.429 -1.245 -1.361
H -1.064 -0.066 0.068
H -0.722 0.078 1.799
H -2.251 0.668 1.154
O -7.561 -1.621 2.792
C -7.706 -2.672 2.236
O -8.743 -2.823 1.391
C -8.902 -3.972 0.556
C -9.599 -5.108 1.275
C -6.795 -3.845 2.518
H -7.942 -4.276 0.136
H -9.515 -3.625 -0.273
H -9.015 -5.467 2.122
H -9.763 -5.943 0.594
H -10.563 -4.774 1.656
H -7.148 -4.356 3.412
H -5.794 -3.464 2.704
H -6.723 -4.562 1.704
O 0.894 2.786 0.190
C 2.036 2.529 0.452
O 2.757 3.430 1.136
C 4.077 3.159 1.624
C 5.137 3.420 0.577
C 2.686 1.257 -0.031
H 4.133 2.149 2.030
H 4.205 3.843 2.461
H 5.025 2.760 -0.284
H 6.131 3.271 0.997
H 5.069 4.447 0.218
H 3.037 1.415 -1.050
H 1.929 0.477 -0.046
H 3.516 0.918 0.583
O -4.154 2.668 -1.392
C -3.469 3.552 -1.827
O -2.213 3.258 -2.183
C -1.317 4.192 -2.788
C -0.602 5.028 -1.747
C -3.950 4.982 -1.894
H -1.829 4.801 -3.536
H -0.605 3.566 -3.321
H -1.297 5.658 -1.190
H 0.140 5.673 -2.222
H -0.107 4.378 -1.030
H -3.794 5.442 -0.919
H -5.016 4.971 -2.107
H -3.457 5.585 -2.652
O 7.453 6.511 0.644
C 6.855 7.487 0.293
O 5.584 7.347 -0.131
C 4.723 8.457 -0.400
C 4.911 8.998 -1.802
C 7.508 8.850 0.249
H 4.844 9.229 0.361
H 3.718 8.056 -0.287
H 5.915 9.393 -1.951
H 4.196 9.798 -1.997
H 4.755 8.205 -2.533
H 8.049 8.942 -0.692
H 8.222 8.907 1.066
H 6.817 9.684 0.344
*
```

Computed properties:
LUMO, eV: 0.500
Energy, a.u.: -2341.48003
Structure (SMILES): CC(=O)N(C)CCCCPN.CCOC(C)=O.CCOC(C)=O.CCOC(C)=O.CCOC(C)=O.CCOC(C)=O
Energy relative to the best compared isomer or geometry (same formula, charge and spin), eV: 0.0000
HOMO-LUMO gap, Ha: 0.312
HOMO energy, eV: -8.0

---

# 4
Entry from the Open Molecules 2025 dataset: a cluster of 3 separate species, C27H59BFN5O4S in total (the ωB97M-V functional and the def2-TZVPD basis).

ORCA input file:
```
! wB97M-V def2-TZVPD RIJCOSX def2/J DEFGRID3
* xyz 0 3
C 0.006 -1.043 5.602
N -0.406 -0.811 4.220
C -1.822 -0.723 3.993
N -2.599 -1.982 4.129
B -4.039 -1.699 4.173
N -4.905 -1.921 3.028
O -4.587 -1.217 5.340
C -2.227 -3.087 3.235
S -1.525 -2.560 1.624
C -1.256 -4.040 3.974
C -0.285 -4.868 3.120
O -1.891 -4.823 4.988
C -3.029 -5.675 4.796
C -4.372 -4.950 4.984
C -2.978 -6.642 3.596
C -3.566 -6.204 2.266
F -3.574 -7.309 1.411
H -0.850 -1.322 6.227
H 0.728 -1.861 5.667
H 0.469 -0.149 6.033
H 0.043 -1.455 3.587
H -2.236 -0.042 4.744
H -1.980 -0.261 3.011
H -5.882 -1.898 3.296
H -4.783 -1.263 2.269
H -3.991 -1.370 6.078
H -3.138 -3.607 2.966
H -2.666 -2.580 0.928
H -0.629 -3.363 4.563
H 0.113 -5.660 3.760
H -0.728 -5.334 2.241
H 0.557 -4.251 2.798
H -2.949 -6.332 5.668
H -4.845 -4.595 4.069
H -4.205 -4.091 5.638
H -5.077 -5.610 5.499
H -3.534 -7.538 3.897
H -1.946 -6.965 3.444
H -4.603 -5.876 2.363
H -2.983 -5.431 1.762
C 2.507 2.173 2.412
C 3.312 1.539 1.257
C 3.488 2.508 0.078
C 2.216 2.742 -0.730
C 1.615 1.418 -1.193
C 1.369 0.443 -0.041
N 2.645 0.298 0.739
O 3.455 -0.547 0.229
C 0.206 0.942 0.827
C 0.982 -0.933 -0.562
C 4.684 1.148 1.794
H 3.160 2.335 3.269
H 2.078 3.138 2.138
H 1.702 1.528 2.750
H 4.256 2.097 -0.585
H 3.877 3.451 0.473
H 1.487 3.310 -0.145
H 2.448 3.355 -1.603
H 0.673 1.597 -1.718
H 2.296 0.953 -1.913
H 0.093 0.332 1.723
H -0.710 0.859 0.240
H 0.304 1.982 1.128
H 1.700 -1.327 -1.277
H 0.011 -0.857 -1.055
H 0.897 -1.640 0.262
H 4.592 0.396 2.578
H 5.146 2.041 2.221
H 5.329 0.755 1.013
C 2.878 2.434 -6.195
C 1.391 2.303 -5.799
C 0.468 2.400 -7.020
C 0.361 3.803 -7.607
C -0.045 4.809 -6.533
C 0.886 4.792 -5.316
N 0.983 3.370 -4.822
O -0.013 3.034 -4.092
C 2.249 5.387 -5.679
C 0.303 5.633 -4.187
C 1.209 0.948 -5.130
H 3.383 1.480 -6.050
H 3.007 2.719 -7.240
H 3.402 3.159 -5.580
H -0.530 2.063 -6.721
H 0.831 1.694 -7.771
H 1.305 4.098 -8.073
H -0.384 3.802 -8.404
H -0.057 5.825 -6.937
H -1.061 4.585 -6.197
H 2.954 5.269 -4.855
H 2.117 6.454 -5.859
H 2.690 4.958 -6.574
H -0.709 5.327 -3.939
H 0.288 6.676 -4.505
H 0.916 5.551 -3.288
H 1.810 0.878 -4.223
H 1.544 0.177 -5.826
H 0.173 0.745 -4.870
*
```

Computed properties:
LUMO (alpha / beta), eV: 0.413 / 0.406
Energy, a.u.: -2161.77399
<S²>: 2.01
HOMO-LUMO gap (alpha / beta), Ha: 0.301 / 0.346
HOMO energy (alpha / beta), eV: -7.8 / -9.0

---

# 5
Entry from the Open Molecules 2025 dataset: a cluster of 3 separate species, C27H59BN2O8S in total (the ωB97M-V functional and the def2-TZVPD basis).

ORCA input file:
```
! wB97M-V def2-TZVPD RIJCOSX def2/J DEFGRID3
* xyz 0 1
C 2.356 3.245 4.527
C 2.220 1.732 3.953
B 3.162 1.521 2.647
O 4.551 1.165 2.931
C 2.614 1.650 1.088
C 3.026 3.024 0.406
C 4.550 3.450 0.487
C 5.507 2.701 -0.575
N 6.655 2.001 0.012
O 5.342 2.732 -1.809
O 1.185 1.398 1.203
C 0.390 1.929 0.146
O -0.755 1.022 0.011
C -0.289 3.371 0.472
C -0.578 3.601 2.023
C -2.006 2.969 2.415
S -1.753 1.531 3.571
C 3.253 0.333 0.366
C 2.970 0.240 -1.193
C 3.793 -0.878 -1.993
C 4.975 -1.576 -1.186
C 5.529 -2.774 -2.144
N 5.514 -4.087 -1.436
C 6.713 -4.113 -0.535
C 5.632 -5.215 -2.354
C 5.498 -6.735 -1.834
O 5.875 -5.098 -3.586
O 2.935 -0.835 1.151
C 1.854 -1.623 0.608
H 2.031 4.007 3.726
H 1.639 3.380 5.397
H 3.431 3.501 4.790
H 2.599 1.048 4.795
H 1.120 1.503 3.781
H 4.695 0.219 2.705
H 2.415 3.854 0.921
H 2.721 3.093 -0.702
H 5.037 3.421 1.510
H 4.596 4.554 0.159
H 6.388 1.122 0.466
H 7.423 1.891 -0.657
H 0.862 1.960 -0.884
H -0.677 0.338 0.716
H 0.371 4.156 -0.018
H -1.272 3.367 -0.126
H 0.234 3.223 2.715
H -0.676 4.736 2.201
H -2.703 3.717 2.923
H -2.537 2.607 1.479
H -1.581 0.397 2.765
H 4.391 0.482 0.481
H 3.287 1.251 -1.644
H 1.858 0.149 -1.473
H 4.279 -0.368 -2.904
H 3.041 -1.625 -2.413
H 4.669 -2.085 -0.219
H 5.877 -0.873 -1.062
H 4.791 -2.876 -3.021
H 6.533 -2.516 -2.628
H 6.446 -4.034 0.574
H 7.404 -3.239 -0.766
H 7.305 -5.074 -0.679
H 5.317 -7.430 -2.730
H 4.606 -6.884 -1.143
H 6.483 -7.108 -1.371
H 2.297 -2.323 -0.175
H 1.470 -2.303 1.452
H 0.974 -1.007 0.224
C -5.690 -2.084 -2.477
C -4.297 -2.587 -2.144
O -3.279 -1.618 -2.346
C -3.376 -0.430 -1.573
C -3.316 -0.674 -0.075
H -5.722 -1.686 -3.495
H -6.419 -2.893 -2.391
H -6.000 -1.282 -1.804
H -4.058 -3.425 -2.803
H -4.253 -2.976 -1.120
H -4.278 0.128 -1.845
H -2.526 0.195 -1.859
H -4.180 -1.245 0.275
H -3.303 0.276 0.465
H -2.420 -1.243 0.186
C -11.135 -0.206 -1.311
C -9.742 -0.709 -0.978
O -8.723 0.260 -1.181
C -8.816 1.449 -0.409
C -8.754 1.205 1.089
H -11.168 0.193 -2.328
H -11.863 -1.015 -1.224
H -11.445 0.596 -0.636
H -9.504 -1.546 -1.639
H -9.697 -1.098 0.045
H -9.718 2.008 -0.680
H -7.966 2.071 -0.699
H -9.617 0.636 1.441
H -8.737 2.155 1.629
H -7.858 0.635 1.349
*
```

Computed properties:
LUMO, eV: 0.406
Energy, a.u.: -2198.47305
Structure (SMILES): CCB(O)[C@](CCC(N)=O)(O[C@@H](O)CCCS)[C@H](CCCCN(C)C(C)=O)OC.CCOCC.CCOCC
HOMO-LUMO gap, Ha: 0.345
HOMO energy, eV: -9.0

---

Q: Which of these has the lowest energy?
A: C27H57ClOP2Si2V

---

Q: Among the records above, which one has the highest energy?
A: C27H59BFN5O4S

---

Q: What is the formula in the first record?
A: C27H57BN3O13